Molecular formula: C21H18BrCrN11O8
Method: DFT, ωB97M-V with the def2-TZVPD basis set

Cartesian coordinates (Å):
1 H 1.983 0.668 4.002
2 C -1.969 -0.478 -5.869
3 C 0.333 -0.259 -2.876
4 O -0.109 -4.398 0.316
5 C -1.426 -0.094 -4.654
6 C -4.014 0.645 -0.223
7 C -3.774 0.175 1.961
8 H -4.199 0.107 2.953
9 C -0.234 -2.125 -6.119
10 H 0.182 -2.367 4.785
11 H 1.270 4.859 1.431
12 N 2.183 -3.892 -0.693
13 H -2.857 0.010 -6.242
14 C -2.682 0.353 -0.443
15 O 3.099 5.206 4.793
16 Br 1.834 -2.634 -4.251
17 N 2.645 -1.648 -0.658
18 O 2.209 6.243 3.121
19 O -0.318 -0.644 -1.830
20 N 0.593 -2.276 0.050
21 H 2.741 2.860 4.893
22 N -0.414 -3.234 0.149
23 C -2.427 -0.153 1.778
24 H -2.238 0.430 -1.426
25 C -1.370 -1.493 -6.601
26 O -1.533 -2.810 0.071
27 O 1.402 0.351 -2.852
28 H -4.647 0.949 -1.046
29 N -0.807 -1.629 3.037
30 N 2.193 -0.328 -0.533
31 H 3.073 -4.052 -1.132
32 H -1.127 -0.496 5.961
33 C 1.776 -2.661 -0.423
34 H 0.230 -2.928 -6.674
35 C 1.188 1.493 2.183
36 H 1.566 -4.660 -0.472
37 H 2.797 0.172 0.115
38 C -1.683 -0.598 2.975
39 C 1.423 3.937 1.976
40 C 0.382 2.704 0.166
41 O 0.002 1.701 -0.470
42 C 2.247 2.787 3.935
43 C 2.034 3.960 3.195
44 H -1.889 0.698 -4.081
45 H -1.787 -1.801 -7.549
46 C 1.834 1.580 3.443
47 N -4.561 0.574 0.981
48 N -1.877 -0.037 0.549
49 H 3.469 -1.808 -1.219
50 H 2.127 0.133 -1.476
51 N -1.919 -0.019 4.135
52 O 0.796 0.338 1.759
53 C -0.276 -0.703 -4.170
54 Cr 0.157 -0.213 0.011
55 N -1.142 -0.716 4.979
56 H 0.214 3.673 -0.317
57 C 1.000 2.701 1.446
58 N 2.484 5.243 3.749
59 C -0.489 -1.673 4.311
60 C 0.303 -1.719 -4.911

Results
**Lowest unoccupied orbital energy (alpha / beta)**: -3.606 / -3.953 eV
**Spin multiplicity**: 4
**Energy above the lowest of the compared OMol25 structures with the same formula, charge and spin**: 0.2085 eV
**Kohn-Sham gap (alpha / beta)**: 8.035 / 7.689 eV
**Electronic energy**: -153295.96316 eV
**Charge**: +1



Molecular formula: C28H26F6IN4O9S3TeW
Method: DFT, ωB97M-V with the def2-TZVPD basis set

Cartesian coordinates (Å):
1 H -5.794 2.265 -2.353
2 F -4.089 -3.173 -2.072
3 C -0.371 -0.071 -4.500
4 C -5.860 3.461 1.397
5 C -2.208 4.175 2.008
6 C 1.008 -1.304 -6.565
7 H -1.387 4.353 1.315
8 C 0.590 -1.035 -4.214
9 F -4.036 -0.529 2.586
10 H -4.343 3.166 -2.774
11 H 3.908 5.152 -0.336
12 Te -1.724 3.090 -1.212
13 N 1.713 0.071 -1.014
14 O 1.087 0.939 1.321
15 H -0.175 -0.087 -7.879
16 N -0.441 0.832 -2.241
17 O -1.180 1.249 1.324
18 N 2.448 -0.695 -0.196
19 C -3.819 -1.770 2.968
20 C -5.851 3.041 0.071
21 H -6.788 2.799 -0.417
22 C -0.656 0.260 -5.821
23 C 1.430 3.363 -1.854
24 C 1.090 3.512 0.536
25 H 3.150 4.408 -2.548
26 O -0.124 -1.095 0.335
27 O -0.172 -0.133 3.136
28 H -1.420 0.998 -6.023
29 F -3.871 -1.292 -3.121
30 H 1.782 3.565 -3.949
31 C 3.652 -0.935 -0.704
32 C 3.003 4.565 -0.425
33 F -4.834 -2.546 2.641
34 I 5.280 -0.239 -3.253
35 H 4.370 -1.549 -0.188
36 C -1.121 0.657 -3.431
37 C 2.219 4.297 0.683
38 H 2.476 4.681 1.661
39 C 0.992 3.209 -3.289
40 H 0.763 -1.332 -3.190
41 F -4.864 -1.347 -1.201
42 H 2.022 -1.001 0.671
43 O -2.251 -0.158 -0.687
44 H 0.732 2.201 -3.585
45 C -4.675 2.910 -0.654
46 H -1.863 3.456 2.746
47 O -2.236 1.106 -3.608
48 N -2.252 -2.558 0.086
49 H -4.205 1.504 -2.227
50 C 0.735 2.934 -0.689
51 H -7.381 2.560 2.603
52 H 0.502 3.330 1.417
53 H 2.014 -2.412 -5.026
54 C -7.147 3.534 2.167
55 C 3.715 -0.283 -1.924
56 F -3.570 -1.833 4.259
57 H -7.979 3.814 1.522
58 C 2.584 4.125 -1.669
59 H 1.547 -1.785 -7.371
60 S -1.178 -2.059 1.286
61 O -1.316 -1.877 -2.186
62 H 0.110 3.827 -3.482
63 S 0.007 1.071 2.394
64 O 0.130 2.277 3.150
65 H -7.081 4.253 2.982
66 C 0.040 -0.351 -6.852
67 H 2.110 0.925 -2.889
68 S -2.242 -1.633 -1.116
69 C -3.443 3.698 1.309
70 C -4.754 2.432 -2.077
71 W -0.298 0.703 -0.388
72 C 2.479 0.335 -2.073
73 H -4.644 4.173 3.006
74 O -0.375 -3.198 1.644
75 C -3.886 -1.872 -1.930
76 C -3.468 3.226 -0.005
77 C -4.654 3.802 1.987
78 C 1.277 -1.651 -5.248
79 H -2.417 5.112 2.525

Results
**Lowest unoccupied orbital energy (alpha / beta)**: -1.617 / -3.087 eV
**Spin multiplicity**: 4
**Energy above the lowest of the compared OMol25 structures with the same formula, charge and spin**: 3.0313 eV
**Kohn-Sham gap (alpha / beta)**: 6.510 / 6.163 eV
**Electronic energy**: -119871.36924 eV



Molecular formula: C2H30HfO20
Method: DFT, ωB97M-V with the def2-TZVPD basis set

Cartesian coordinates (Å):
1 H 0.911 2.041 -1.700
2 O -0.963 -1.394 3.367
3 O -0.719 -3.426 -0.857
4 H 1.221 -1.680 -2.142
5 H -2.982 -3.344 1.672
6 H -1.856 -1.445 3.104
7 H 1.774 0.165 -2.176
8 H -0.422 2.642 -1.469
9 O 3.390 2.181 1.196
10 H -0.345 1.939 2.582
11 O 0.490 2.735 -1.141
12 O -2.945 -2.910 0.858
13 H -2.405 2.371 -0.271
14 O 2.470 -0.954 1.107
15 H 3.690 3.645 2.878
16 O -0.462 1.092 3.097
17 O 1.958 -1.521 -1.597
18 H -0.579 -1.019 -3.305
19 O -0.916 -0.355 -0.935
20 O -3.858 0.177 -2.743
21 O 1.645 0.905 -2.802
22 H 2.437 -0.928 0.144
23 O 1.207 -2.725 2.794
24 H -0.947 -2.021 4.125
25 H 2.723 -1.849 -2.119
26 H 3.397 -0.632 1.250
27 Hf 0.960 -0.490 2.522
28 O 2.037 1.193 2.536
29 O -0.164 -1.382 0.937
30 O -0.030 -1.780 -3.380
31 O 2.990 3.075 3.187
32 C -0.203 -0.423 0.168
33 H -1.116 -3.320 -1.714
34 O -2.634 1.861 0.484
35 O 0.055 3.231 1.612
36 O -1.162 1.072 -3.397
37 H -1.340 1.719 -4.076
38 H 0.350 2.924 0.721
39 H -2.895 1.044 0.080
40 H -3.304 0.976 -2.872
41 H -2.248 -3.250 0.321
42 H -0.934 0.494 -1.387
43 H -0.802 3.674 1.369
44 H -4.711 0.474 -3.061
45 H -0.363 1.349 4.006
46 H 0.323 -1.821 -4.246
47 C 2.833 2.112 2.271
48 H 1.849 -3.101 2.180
49 H -0.604 -2.576 -0.427
50 H 0.585 -3.392 3.033
51 H -0.211 1.049 -3.270
52 H 2.500 1.085 -3.205
53 O 0.329 0.504 0.704

Results
**Lowest unoccupied orbital energy**: -7.573 eV
**Kohn-Sham gap**: 8.284 eV
**Electronic energy**: -44808.25504 eV
**Charge**: +2



Molecular formula: CH8O3
Method: DFT, ωB97M-V with the def2-TZVPD basis set

Cartesian coordinates (Å):
1 H -0.260 -0.624 2.099
2 H -1.044 0.393 -2.548
3 H 1.025 -1.047 -0.533
4 O 0.264 0.104 2.458
5 H -0.493 -0.937 -0.739
6 H -2.504 -0.089 -2.739
7 H 0.437 0.895 0.510
8 H 1.287 1.695 1.861
9 H 1.893 0.146 1.162
10 O 0.264 -1.519 -0.878
11 O -1.877 0.243 -2.081
12 C 1.009 0.739 1.428

Results
**Lowest unoccupied orbital energy**: 0.603 eV
**Energy above the lowest of the compared OMol25 structures with the same formula, charge and spin**: 0.3321 eV
**SMILES string**: CO.O.O
**Kohn-Sham gap**: 11.165 eV
**Electronic energy**: -7308.68778 eV



Molecular formula: C29H54P2PtSi
Method: DFT, ωB97M-V with the def2-TZVPD basis set

Cartesian coordinates (Å):
1 H 4.107 0.874 1.446
2 C -2.982 -0.459 -0.484
3 H -1.453 3.556 0.430
4 H 1.814 -2.233 5.538
5 H 3.188 -0.873 -3.657
6 C 2.770 -2.804 -1.314
7 C 2.255 -0.400 -3.995
8 H -1.206 1.256 2.855
9 H -0.457 -2.321 -1.810
10 H -2.847 -2.363 1.499
11 H -3.042 0.233 -3.121
12 H -2.862 -1.794 -2.143
13 H -3.944 1.698 -2.701
14 P 1.370 -2.377 -0.243
15 Pt 1.118 -0.093 -0.195
16 H 0.017 -4.004 -1.397
17 C -2.719 -1.365 1.941
18 C 1.593 0.250 -2.821
19 H 2.508 -2.641 -2.365
20 H 2.203 0.203 -1.881
21 H 3.036 -3.857 -1.172
22 P 2.149 1.925 0.464
23 H 1.178 1.925 2.653
24 H -2.004 -1.399 -4.029
25 H -3.144 3.791 -0.049
26 H 2.128 2.666 -1.840
27 C -1.219 -1.128 5.455
28 H 1.233 2.020 5.153
29 C -0.144 -2.995 -1.002
30 H -1.953 0.695 -5.099
31 H 2.533 -2.987 1.792
32 H -3.529 -1.205 2.674
33 H 0.763 -3.149 1.971
34 H 2.701 3.948 -0.701
35 H -1.204 -1.117 6.558
36 H -0.558 0.155 -6.043
37 C -0.933 0.288 -5.011
38 H -4.467 -1.691 -1.408
39 C 0.696 -0.324 1.695
40 Si 0.379 -0.315 4.836
41 H 0.940 3.546 -0.823
42 H 0.788 1.628 -5.032
43 H -2.178 1.762 -2.883
44 H 4.307 2.651 1.219
45 C -3.008 1.144 -2.515
46 C 0.338 1.466 5.467
47 C -2.494 1.755 -0.073
48 H 2.736 -0.695 5.522
49 H 0.014 1.498 -2.112
50 H 2.567 0.382 -4.714
51 H 0.320 1.444 6.568
52 H 2.021 -2.387 -4.856
53 H -2.123 -0.586 5.139
54 C 1.612 -3.323 1.294
55 H 4.451 1.536 -0.190
56 H 0.640 3.349 1.695
57 C -2.737 -0.313 0.905
58 H -1.305 -2.176 5.133
59 H 0.012 -2.834 -3.755
60 H -0.929 -3.027 -0.241
61 C -0.041 1.375 -4.345
62 C 1.773 -1.161 5.778
63 C 0.569 -0.358 2.966
64 H 3.627 -2.175 -1.050
65 H 1.284 -1.078 -5.813
66 C 3.938 1.721 0.764
67 H -2.939 1.295 3.226
68 C -2.823 0.822 -1.092
69 C 1.964 3.148 -0.867
70 H -1.759 -1.341 2.488
71 C -1.012 -1.053 -4.323
72 C 1.410 -1.467 -4.784
73 H -2.170 2.718 2.479
74 H -0.618 2.315 -4.263
75 H -3.182 -2.584 -0.578
76 C 1.496 2.714 1.960
77 H 1.692 -4.395 1.060
78 H 2.298 3.318 2.410
79 H -0.555 2.012 5.131
80 C 0.077 -1.840 -4.197
81 C -3.390 -1.698 -1.185
82 C 0.516 1.046 -2.974
83 H -1.930 3.428 -1.279
84 C -2.237 3.205 -0.253
85 H 1.612 -1.053 6.863
86 C -2.183 1.620 2.494
87 C -2.460 1.059 1.160

Results
**Lowest unoccupied orbital energy (alpha / beta)**: -4.899 / -8.254 eV
**Spin multiplicity**: 5
**Kohn-Sham gap (alpha / beta)**: 6.364 / 5.728 eV
**Electronic energy**: -60632.66270 eV
**Charge**: +2



Molecular formula: C5H12NS
Method: DFT, ωB97M-V with the def2-TZVPD basis set

Cartesian coordinates (Å):
1 C 0.181 -0.611 1.050
2 C -0.063 -0.012 -0.316
3 C -1.256 3.068 0.873
4 H 0.669 -1.588 1.026
5 H 1.552 -0.062 -3.412
6 H -1.159 -0.145 -0.513
7 H 0.303 -1.745 -1.588
8 H -1.371 2.952 -0.206
9 C 1.808 -0.998 -2.936
10 C 1.143 -1.042 -1.543
11 N 0.753 0.430 -1.224
12 H -2.247 3.099 1.335
13 S -1.346 -0.647 2.081
14 H 0.849 0.031 1.638
15 H 2.883 -1.086 -2.790
16 H 1.519 -1.838 -3.572
17 H -0.748 4.034 0.967
18 H -0.653 2.249 1.270
19 H 1.880 -1.400 -0.816

Results
**Lowest unoccupied orbital energy**: 3.783 eV
**Energy above the lowest of the compared OMol25 structures with the same formula, charge and spin**: 3.4583 eV
**Kohn-Sham gap**: 6.475 eV
**Electronic energy**: -17702.33238 eV
**Charge**: -1



Molecular formula: C8H12B2O4
Method: DFT, ωB97M-V with the def2-TZVPD basis set

Cartesian coordinates (Å):
1 C 2.796 -0.129 0.771
2 O -0.780 -2.262 -0.694
3 H 3.814 -0.860 2.574
4 C -0.878 1.025 0.489
5 H 3.680 -0.243 0.179
6 O 0.143 1.811 -1.834
7 O -2.051 2.375 -1.262
8 H -0.303 0.349 2.978
9 H -3.451 -0.532 -1.797
10 B -0.875 1.661 -0.922
11 C 1.769 -0.323 2.882
12 C 0.564 0.228 2.372
13 H 0.013 -1.439 -3.020
14 H -1.642 1.040 1.184
15 C 0.420 0.549 0.974
16 B -1.335 -1.329 -1.575
17 H 1.779 -0.696 3.942
18 H -0.186 2.362 -2.570
19 C -2.802 -1.131 -1.324
20 H -2.525 2.492 -0.479
21 H 1.655 0.694 -0.787
22 O -0.824 -1.044 -2.792
23 H -0.125 -2.777 -1.120
24 H -3.355 -1.593 -0.526
25 C 1.617 0.316 0.253
26 C 2.880 -0.544 2.105

Results
**Lowest unoccupied orbital energy (alpha / beta)**: -1.162 / -0.368 eV
**Kohn-Sham gap (alpha / beta)**: 7.627 / 7.476 eV
**Electronic energy**: -18035.33750 eV



Molecular formula: C16H26N4OP2Tb
Method: DFT, ωB97M-V with the def2-TZVPD basis set

Cartesian coordinates (Å):
1 H 1.092 -1.522 -4.351
2 H 1.209 -1.976 -2.626
3 N -0.898 -1.642 -0.774
4 H -3.154 -2.175 3.845
5 H -0.422 -0.075 -3.027
6 H 0.411 2.157 -3.674
7 C -0.202 1.191 3.777
8 H -1.968 -1.315 -2.556
9 P 1.744 -1.450 0.451
10 H -3.430 0.391 -1.661
11 H 0.832 0.988 -4.948
12 C -1.972 -0.179 5.493
13 Tb -0.038 -0.021 0.058
14 C -0.320 1.559 5.111
15 C -1.565 2.125 -1.161
16 C -1.198 0.884 5.969
17 H 0.790 2.847 1.396
18 H -0.828 -3.669 -1.039
19 H 2.077 1.532 -3.785
20 H 2.883 -1.137 -0.282
21 C -0.376 2.997 -0.886
22 C -2.131 -1.373 -1.463
23 C 0.674 0.112 -2.956
24 H -2.286 -2.085 1.430
25 H -2.432 2.533 -1.669
26 H 2.090 2.373 -0.268
27 C -1.991 -1.429 2.204
28 H 2.490 -0.992 -3.370
29 H 0.285 2.386 5.499
30 N -1.098 -0.432 2.073
31 H -2.856 -2.178 -1.273
32 O 1.048 0.483 -1.674
33 H 0.149 3.231 -1.823
34 C 1.013 1.265 -3.897
35 C -0.293 -2.815 -0.650
36 H -2.656 -0.727 6.144
37 C 0.969 -2.955 -0.065
38 H -0.688 3.942 -0.425
39 H 2.235 -1.567 1.733
40 C -2.692 -0.032 -0.967
41 C -0.979 0.158 3.320
42 H -3.154 -0.167 0.023
43 P 0.847 2.107 0.238
44 C 1.402 -1.175 -3.350
45 H 0.494 1.704 3.112
46 N -2.473 -1.519 3.456
47 H 1.437 -3.929 0.051
48 H -1.279 1.181 7.017
49 C -1.837 -0.500 4.199
50 N -1.610 0.912 -0.806

Results
**Lowest unoccupied orbital energy (alpha / beta)**: -7.195 / -9.236 eV
**Spin multiplicity**: 8
**Energy above the lowest of the compared OMol25 structures with the same formula, charge and spin**: 2.6962 eV
**Kohn-Sham gap (alpha / beta)**: 7.571 / 5.459 eV
**Electronic energy**: -66013.26021 eV
**Charge**: +2